# 1
A molecular structure, C22H56F4NbO4P2S, computed with ωB97M-V/def2-TZVPD.

* orbital gap: 6.0 eV
* electronic energy: -2709.827566 Ha
* max |F|: 4.5 eV/A
* HOMO energy: -4.120 eV
* net charge: -1

The geometry in XYZ format:
```
90
C22H56F4NbO4P2S ωB97M-V/def2-TZVPD
Nb 1.79 -1.51 -1.52
S 4.77 0.92 -1.24
P -0.19 -0.51 -0.39
P 2.97 0.79 -1.97
F 3.49 0.14 1.72
F 2.63 -3.29 0.76
F 1.56 -1.07 2.27
F 4.41 -2.07 0.16
O 4.36 3.99 5.69
O -4.20 -1.67 -2.64
O -2.37 -5.19 -6.83
O -1.09 3.54 4.28
C -2.61 -1.08 0.98
C -1.47 -1.81 0.11
C -0.20 -5.46 -7.96
C -4.98 -3.33 -4.28
C 3.00 -1.95 0.39
C -4.93 0.32 -3.87
C -2.61 -6.57 -6.59
C -0.91 5.83 5.14
C -2.09 -7.04 -5.24
C 5.04 6.29 5.17
C 5.67 2.90 3.91
C -0.41 2.40 6.35
C -0.25 0.99 0.61
C -1.00 -4.79 -6.86
C 4.35 3.51 4.35
C -5.27 -2.52 -3.02
C -3.82 -0.67 -3.57
C 0.00 2.99 5.02
C 2.83 -1.11 1.69
C 5.29 5.03 5.97
C -1.78 4.61 4.90
C 0.89 2.06 0.74
H 5.57 2.44 2.93
H 0.42 2.20 4.39
H -2.41 -8.07 -5.05
H -0.54 -4.94 -5.88
H -3.69 -6.70 -6.62
H -1.52 6.67 5.49
H 3.17 -2.22 -2.42
H 4.00 6.62 5.28
H -0.75 3.17 7.05
H -1.00 -7.02 -5.19
H 5.23 6.14 4.11
H 1.94 1.79 0.47
H 3.43 -1.68 2.48
H 0.79 3.74 5.14
H 0.91 2.46 1.80
H 0.62 2.97 0.11
H 6.46 3.65 3.84
H -3.44 -1.13 -4.49
H -2.59 4.88 4.21
H 6.32 4.67 5.84
H -1.94 -2.30 -0.80
H -6.19 -1.94 -3.13
H -4.03 -3.87 -4.18
H -3.39 -1.85 1.28
H -1.23 1.69 6.22
H -5.43 -3.21 -2.19
H -1.17 1.59 0.29
H 5.18 5.25 7.04
H 3.14 0.76 -3.42
H -5.76 -0.15 -4.41
H -0.70 -5.34 -8.93
H -3.10 -0.24 0.40
H -1.01 -3.71 -7.04
H -0.96 -2.60 0.74
H -4.90 -2.69 -5.16
H -2.26 4.27 5.82
H 2.11 1.90 -1.75
H -0.15 5.63 5.89
H -2.98 -0.14 -3.12
H 6.00 2.14 4.63
H -5.78 -4.05 -4.46
H -5.33 0.74 -2.94
H -2.22 -0.66 1.95
H -4.55 1.14 -4.49
H -0.52 0.71 1.68
H 0.97 -1.24 -3.12
H -2.47 -6.40 -4.44
H -0.08 -6.53 -7.78
H 3.58 2.74 4.31
H 0.44 1.89 6.81
H 5.69 7.10 5.52
H 1.02 -3.19 -1.42
H -2.20 -7.18 -7.40
H 0.80 -5.02 -8.02
H 4.03 4.30 3.67
H -0.40 6.13 4.22
```

Charges in e, computed with Mulliken, in the same order as the atoms:
1. Nb -1.14
2. S -0.46
3. P 0.85
4. P 0.02
5. F -0.18
6. F -0.32
7. F -0.19
8. F -0.26
9. O -0.44
10. O -0.36
11. O -0.42
12. O -0.38
13. C -1.06
14. C -0.31
15. C -1.07
16. C -1.08
17. C 0.36
18. C -1.14
19. C -0.32
20. C -1.06
21. C -1.01
22. C -1.04
23. C -1.29
24. C -1.30
25. C -0.15
26. C -0.27
27. C 0.01
28. C -0.42
29. C -0.16
30. C 0.04
31. C 0.10
32. C -0.30
33. C -0.32
34. C -0.41
35. H 0.40
36. H 0.21
37. H 0.39
38. H 0.31
39. H 0.32
40. H 0.41
41. H 0.04
42. H 0.26
43. H 0.29
44. H 0.28
45. H 0.27
46. H -0.12
47. H 0.11
48. H 0.20
49. H -0.16
50. H 0.35
51. H 0.31
52. H 0.23
53. H 0.31
54. H 0.32
55. H 0.20
56. H 0.28
57. H 0.31
58. H 0.34
59. H 0.33
60. H 0.33
61. H 0.41
62. H 0.32
63. H 0.05
64. H 0.27
65. H 0.29
66. H 0.22
67. H 0.31
68. H 0.31
69. H 0.25
70. H 0.32
71. H 0.03
72. H 0.25
73. H 0.30
74. H 0.34
75. H 0.47
76. H 0.29
77. H 0.34
78. H 0.41
79. H 0.09
80. H 0.01
81. H 0.23
82. H 0.25
83. H 0.16
84. H 0.41
85. H 0.39
86. H -0.02
87. H 0.32
88. H 0.39
89. H 0.29
90. H 0.28


# 2
2 unconnected molecules or ions with the total composition C3H10NO, computed with ωB97M-V/def2-TZVPD.

* orbital gap (alpha / beta): 12.2 / 9.7 eV
* electronic energy: -249.533918 Ha
* ΔE to the lowest compared entry with this formula, charge and spin: 1.825 eV
* max |F|: 1.6 eV/A
* HOMO energy (alpha / beta): -21.131 / -22.539 eV
* 2S+1: 2
* net charge: +2

The geometry in XYZ format:
```
15
C3H10NO ωB97M-V/def2-TZVPD
O -1.72 -0.57 0.53
N 0.48 0.86 -1.20
C 1.28 -0.13 -2.04
C -1.26 -0.64 1.74
C -0.38 0.24 2.37
H -0.25 0.38 -0.63
H -0.10 -0.06 3.38
H 0.05 1.65 -1.69
H 2.09 0.41 -2.50
H 0.18 1.09 2.00
H -1.46 -1.54 2.32
H 1.54 -0.97 -1.40
H -2.07 -1.46 0.32
H 1.07 1.26 -0.46
H 0.54 -0.50 -2.74
```

Charges in e, computed with natural (NBO), in the same order as the atoms:
1. O -0.52
2. N -0.68
3. C -0.40
4. C 0.32
5. C -0.10
6. H 0.42
7. H 0.27
8. H 0.46
9. H 0.27
10. H 0.23
11. H 0.24
12. H 0.23
13. H 0.56
14. H 0.43
15. H 0.24


# 3
A molecular structure, C3H6LaNO5P, computed with ωB97M-V/def2-TZVPD.

* orbital gap: 4.7 eV
* electronic energy: -920.455869 Ha
* max |F|: 2.7 eV/A
* HOMO energy: -20.371 eV
* net charge: +3

The geometry in XYZ format:
```
17
C3H6LaNO5P ωB97M-V/def2-TZVPD
La 3.79 -0.87 -0.95
P 0.69 1.53 -0.59
O -0.67 2.45 -0.63
O -0.46 0.08 1.23
O -1.95 -1.43 0.25
O -1.59 -1.43 2.48
O 1.47 2.05 0.77
N 1.19 -1.17 0.06
C -1.18 -0.81 -0.81
C -1.38 -1.00 1.45
C 0.07 -0.21 -0.05
H -1.47 1.90 -0.56
H 1.17 2.98 0.91
H -0.98 -1.53 -1.64
H 2.06 -0.62 0.03
H -1.91 -0.09 -1.24
H 1.15 -1.85 -0.72
```

Charges in e, computed with natural (NBO), in the same order as the atoms:
1. La 2.41
2. P 1.52
3. O -0.89
4. O -0.49
5. O -0.43
6. O -0.39
7. O -0.95
8. N -0.73
9. C -0.14
10. C 0.94
11. C 0.04
12. H 0.54
13. H 0.56
14. H 0.24
15. H 0.13
16. H 0.25
17. H 0.39


# 4
A single C5H7NO molecule, computed with ωB97M-V/def2-TZVPD.

* orbital gap: 10.5 eV
* electronic energy: -324.647234 Ha
* ΔE to the lowest compared entry with this formula, charge and spin: 2.102 eV
* max |F|: 0.7 eV/A
* HOMO energy: -9.627 eV
* SMILES: C#CCCNC=O

The geometry in XYZ format:
```
14
C5H7NO ωB97M-V/def2-TZVPD
O -0.25 0.99 -1.99
N 0.00 -0.97 -0.82
C -0.70 -0.06 -1.58
C -0.52 0.75 1.20
C 0.84 0.23 1.28
C 1.17 -0.51 -0.09
C -1.64 1.01 0.83
H 1.55 1.05 1.44
H -0.54 -1.72 -0.41
H 1.82 -1.36 0.10
H 1.67 0.19 -0.76
H 0.93 -0.45 2.14
H -2.62 1.26 0.48
H -1.72 -0.41 -1.82
```

Charges in e, computed with natural (NBO), in the same order as the atoms:
1. O -0.61
2. N -0.62
3. C 0.54
4. C 0.02
5. C -0.50
6. C -0.22
7. C -0.26
8. H 0.24
9. H 0.39
10. H 0.21
11. H 0.23
12. H 0.23
13. H 0.24
14. H 0.11